ORCA calculation (ωB97M-V with the def2-TZVPD basis set) on an isolated molecule of C5H9NO.

```
! RIJCOSX wB97M-V def2-TZVPD def2/J DEFGRID3
* xyz 0 1
C 0.4731 0.4053 0.0091
C -1.2553 0.3706 0.7075
C 1.5247 -0.3291 0.8084
C 0.6204 0.2897 -1.4909
N -1.0090 -1.1427 0.0342
C -2.2291 -0.8740 0.1842
O -3.3863 -1.1801 0.0519
H 0.5233 1.4616 0.2785
H -1.0336 0.4290 1.7706
H -1.6557 1.2641 0.2337
H 0.7234 -0.7491 -1.8055
H 1.3257 -0.2727 1.8804
H 1.5928 -1.3772 0.5185
H 2.4952 0.1470 0.6259
H -0.2334 0.7267 -2.0118
H 1.5239 0.8307 -1.7946
*
```

The energy above the lowest of the compared OMol25 structures with the same formula, charge and spin is 4.779 eV. For the frontier orbital gap, the calculation gives 9.550 eV. The value obtained for the HOMO energy is -9.18 eV.

Mulliken population analysis, charges in e, atoms 1 to 8: number 1, C, carries 0.44; number 2, C, carries -0.58; number 3, C, carries -1.30; number 4, C, carries -1.32; number 5, N, carries -0.35; number 6, C, carries 0.54; number 7, O, carries -0.58; number 8, H, carries 0.33

ORCA calculation (ωB97M-V with the def2-TZVPD basis set) on an isolated molecule of C5H9NO.

```
! RIJCOSX wB97M-V def2-TZVPD def2/J DEFGRID3
* xyz 0 1
C -1.6478 0.0609 1.1810
C -1.2161 -0.3534 -0.2209
N -0.6045 0.7374 -1.0047
C 0.6216 1.1995 -1.0739
C 1.5938 0.5340 -0.1055
C 2.1132 -0.8357 -0.4872
O 1.5129 -1.6633 -1.1304
H -0.7948 0.3580 1.7982
H -2.3481 0.9009 1.1539
H -2.1421 -0.7814 1.6763
H -2.0876 -0.6938 -0.7895
H -1.2589 1.1985 -1.6268
H -0.5120 -1.1852 -0.2005
H 1.1774 0.4037 0.9086
H 2.4685 1.1841 0.0140
H 3.1246 -1.0643 -0.0926
*
```

The energy above the lowest of the compared OMol25 structures with the same formula, charge and spin is 3.189 eV. For the frontier orbital gap, the calculation gives 8.834 eV. The value obtained for the HOMO energy is -8.04 eV.

Mulliken population analysis, charges in e, atoms 1 to 8: number 1, C, carries -0.94; number 2, C, carries -0.49; number 3, N, carries 0.03; number 4, C, carries -0.47; number 5, C, carries -0.16; number 6, C, carries 0.01; number 7, O, carries -0.49; number 8, H, carries 0.28

ORCA calculation (ωB97M-V with the def2-TZVPD basis set) on a structure of composition C5H9NO.

```
! RIJCOSX wB97M-V def2-TZVPD def2/J DEFGRID3
* xyz 0 1
C 1.5546 -1.1685 -0.1057
C 0.4535 -1.0583 0.9214
N 0.1744 0.2361 1.5680
C -0.8330 -0.3610 0.6884
C -1.3691 0.1850 -0.5828
C -1.2730 1.6538 -0.7477
O -0.1230 1.1313 -1.4493
H 1.4309 -2.0627 -0.7263
H 2.5228 -1.2457 0.4022
H 1.5825 -0.2934 -0.7599
H 0.4264 -1.8907 1.6250
H 0.6797 0.9589 1.0537
H -1.6984 -0.7568 1.2307
H -0.6204 0.2360 -1.8172
H -1.9792 2.1779 -1.3942
H -0.9285 2.2582 0.0935
*
```

The energy above the lowest of the compared OMol25 structures with the same formula, charge and spin is 6.084 eV. For the frontier orbital gap, the calculation gives 9.491 eV. The value obtained for the HOMO energy is -8.78 eV.

Mulliken population analysis, charges in e, atoms 1 to 8: number 1, C, carries -1.24; number 2, C, carries 0.03; number 3, N, carries -0.72; number 4, C, carries 0.26; number 5, C, carries -0.61; number 6, C, carries -0.25; number 7, O, carries -0.37; number 8, H, carries 0.30

ORCA calculation (ωB97M-V with the def2-TZVPD basis set) on an isolated molecule of C5H9NO.

```
! RIJCOSX wB97M-V def2-TZVPD def2/J DEFGRID3
* xyz 0 1
C -1.3027 0.9162 1.3006
C -1.2823 -0.1448 0.1928
C -0.4412 0.3407 -1.0110
N 0.7009 -0.2979 -0.3711
C 2.0611 -0.4681 -0.7962
C -0.0662 -1.0316 0.5004
O 0.2029 -1.9568 1.2287
H -0.2549 1.1225 1.5079
H -1.7663 0.5316 2.2112
H -1.7990 1.8467 1.0134
H -2.2452 -0.6147 0.0113
H -0.6811 -0.1384 -1.9650
H -0.3815 1.4252 -1.1433
H 2.6179 -0.9292 0.0222
H 2.1290 -1.1064 -1.6832
H 2.5084 0.5051 -1.0188
*
```

As for the structure (SMILES): C[C@H]1CN(C)C1=O. The energy above the lowest of the compared OMol25 structures with the same formula, charge and spin is 1.127 eV. For the frontier orbital gap, the calculation gives 10.236 eV. The value obtained for the HOMO energy is -9.34 eV.

Mulliken population analysis, charges in e, atoms 1 to 8: number 1, C, carries -1.27; number 2, C, carries 0.25; number 3, C, carries -0.70; number 4, N, carries 0.11; number 5, C, carries -0.93; number 6, C, carries 0.29; number 7, O, carries -0.65; number 8, H, carries 0.32

ORCA calculation (ωB97M-V with the def2-TZVPD basis set) on a structure of composition C5H9NO.

```
! RIJCOSX wB97M-V def2-TZVPD def2/J DEFGRID3
* xyz 0 1
C -0.1924 0.5974 1.5990
C 0.1956 -0.2089 -0.4391
C 0.5253 1.0060 -1.2549
C 0.8427 -0.3358 0.8751
N -0.3576 -2.0139 -0.9072
C -1.0614 -0.9218 -0.6442
O -2.2142 -0.5200 -0.7017
H -1.0929 0.7521 0.9814
H 0.2166 1.5821 1.8261
H -0.5480 0.0897 2.4922
H 1.2191 1.6676 -0.7204
H -0.3920 1.5613 -1.4800
H 0.9950 0.7046 -2.1913
H 1.8776 0.0295 0.9044
H 0.8026 -1.3611 1.2468
H -0.8160 -2.6290 -1.5862
*
```

The energy above the lowest of the compared OMol25 structures with the same formula, charge and spin is 3.273 eV. For the frontier orbital gap, the calculation gives 9.356 eV. The value obtained for the HOMO energy is -9.21 eV.

Mulliken population analysis, charges in e, atoms 1 to 8: number 1, C, carries -1.03; number 2, C, carries 0.68; number 3, C, carries -1.21; number 4, C, carries -0.53; number 5, N, carries -0.62; number 6, C, carries 0.39; number 7, O, carries -0.65; number 8, H, carries 0.36

ORCA calculation (ωB97M-V with the def2-TZVPD basis set) on an isolated molecule of C5H9NO.

```
! RIJCOSX wB97M-V def2-TZVPD def2/J DEFGRID3
* xyz 0 1
C 2.1933 0.5148 0.2730
C 0.9078 1.1225 0.7854
O 0.8735 2.1836 1.3748
C -0.3698 0.3689 0.5483
C -0.4691 -1.1214 0.6053
N -0.4694 -0.4359 -0.6599
C -1.7392 -0.3569 -1.3617
H 3.0238 1.1925 0.4802
H 2.3827 -0.4434 0.7686
H 2.1184 0.3123 -0.7998
H -1.2511 0.9280 0.8661
H -1.4125 -1.5274 0.9734
H 0.4064 -1.7300 0.8230
H -1.8574 -1.2452 -1.9895
H -1.7321 0.5274 -2.0056
H -2.6055 -0.2901 -0.6815
*
```

As for the structure (SMILES): CC(=O)[C@@H]1CN1C. The energy above the lowest of the compared OMol25 structures with the same formula, charge and spin is 1.950 eV. For the frontier orbital gap, the calculation gives 10.343 eV. The value obtained for the HOMO energy is -9.38 eV.

Mulliken population analysis, charges in e, atoms 1 to 8: number 1, C, carries -1.17; number 2, C, carries 0.31; number 3, O, carries -0.57; number 4, C, carries 0.17; number 5, C, carries -0.36; number 6, N, carries -0.23; number 7, C, carries -0.85; number 8, H, carries 0.35

ORCA calculation (ωB97M-V with the def2-TZVPD basis set) on a structure of composition C5H9NO.

```
! RIJCOSX wB97M-V def2-TZVPD def2/J DEFGRID3
* xyz 0 1
C 1.9369 0.2656 -0.9920
C -0.4604 -0.0995 0.4938
C 0.1787 -1.0046 1.4881
C -1.8239 0.5234 0.3322
N -1.6406 0.3799 -1.1572
C -0.3218 0.0084 -0.8345
O 0.7246 -0.1510 -1.6594
H 2.7484 -0.2990 -1.4442
H 1.9405 0.0835 0.0902
H 2.0666 1.3423 -1.1458
H 0.7744 -0.5088 2.2640
H 0.8298 -1.7160 0.9635
H -0.6000 -1.5958 1.9832
H -2.6805 -0.0104 0.7483
H -1.8676 1.5854 0.6100
H -1.8049 1.1965 -1.7404
*
```

The energy above the lowest of the compared OMol25 structures with the same formula, charge and spin is 3.047 eV. For the frontier orbital gap, the calculation gives 8.747 eV. The value obtained for the HOMO energy is -7.75 eV.

Mulliken population analysis, charges in e, atoms 1 to 8: number 1, C, carries -0.62; number 2, C, carries 0.36; number 3, C, carries -1.48; number 4, C, carries -0.24; number 5, N, carries -0.49; number 6, C, carries 0.37; number 7, O, carries -0.43; number 8, H, carries 0.21

ORCA calculation (ωB97M-V with the def2-TZVPD basis set) on a cluster of 2 separate species, C5H9NO in total.

```
! RIJCOSX wB97M-V def2-TZVPD def2/J DEFGRID3
* xyz 0 1
C -0.0873 -0.2059 1.8878
C 0.4509 0.4748 0.6284
C -0.5070 0.5421 -0.5524
O -1.6386 1.2574 -0.2643
C -0.4453 0.2522 -1.8595
C 1.9694 -1.0125 -2.0278
N 1.5239 -1.7012 -1.1740
H -0.1519 -1.2884 1.7500
H 0.5793 -0.0404 2.7362
H -1.0714 0.1738 2.1840
H 1.4397 0.0830 0.3782
H 0.6176 1.5396 0.8527
H 0.7077 -1.8620 -0.6131
H -1.5389 1.7121 0.5740
H -1.0800 0.8531 -2.4831
H -0.0115 -0.5553 -2.3965
*
```

The energy above the lowest of the compared OMol25 structures with the same formula, charge and spin is 3.816 eV. For the frontier orbital gap, the calculation gives 9.519 eV. The value obtained for the HOMO energy is -8.80 eV.

Mulliken population analysis, charges in e, atoms 1 to 8: number 1, C, carries -0.84; number 2, C, carries -0.82; number 3, C, carries 0.61; number 4, O, carries -0.51; number 5, C, carries -0.84; number 6, C, carries -0.09; number 7, N, carries -0.30; number 8, H, carries 0.23